No. 1
46
Properties=species:S:1:pos:R:3 method="wB97M-V/def2-TZVPD" relative_energy_kcal_mol=5.7 orbital_gap_ev=5.98 charge=+2 homo_ev=-13.9579
Re 0.98857 -0.59886 -1.20973
C -2.47726 1.96074 6.15107
C -1.71971 1.23084 5.08698
C -1.57952 1.77576 3.80454
C -0.86921 1.11761 2.82469
C -0.29696 -0.11506 3.14443
C -0.41207 -0.69024 4.41197
C -1.13018 -0.00526 5.36955
S 0.62149 -0.96743 1.97841
O 1.84890 -0.06317 1.68001
O 0.92963 -2.30264 2.34723
N -0.10874 -0.85673 0.51124
C -0.90878 -1.92803 0.03439
C -1.89772 -2.68940 0.59880
C -2.46974 -3.65284 -0.22962
C -2.04568 -3.82048 -1.54645
C -1.03063 -3.02606 -2.03449
N -0.48590 -2.09968 -1.23235
H -3.01633 2.81552 5.75001
H -1.78642 2.32092 6.91615
H -3.18644 1.29703 6.64565
H -2.03653 2.73027 3.57997
H -0.76453 1.54426 1.83600
H 0.04839 -1.64404 4.63094
H -1.23580 -0.43299 6.35810
H -2.21499 -2.54673 1.62201
H -3.26080 -4.28130 0.15831
H -2.49522 -4.56792 -2.18326
H -0.63522 -3.11151 -3.03731
S 4.64911 -1.02919 -4.69518
As 4.35941 -1.50903 -2.57612
S 2.05539 -1.80645 -2.74636
S 2.67173 -0.47146 0.15593
S 4.91796 -3.02890 -4.04529
F 1.81522 4.07898 -6.31990
C 1.53975 3.33164 -5.27501
C 2.57513 2.80582 -4.51218
F 3.83371 3.04771 -4.83151
C 2.28046 2.02301 -3.41287
F 3.26014 1.51278 -2.65939
C 0.96154 1.75927 -3.08175
O 0.65602 0.97931 -1.98996
C -0.07344 2.28018 -3.84397
F -1.32756 1.99905 -3.51627
C 0.21485 3.07037 -4.94226
F -0.76199 3.56435 -5.67513

No. 2
39
Properties=species:S:1:pos:R:3 method="wB97M-V/def2-TZVPD" multiplicity=3 orbital_gap_ev="7.41 / 6.52" charge=0 homo_ev="-7.9339 / -8.9248" s_squared=2.03
Pd 0.61377 -1.70645 -2.21127
S -0.40658 -0.44560 -3.92345
C -0.04291 -1.42616 -5.26089
C -0.51366 -0.94067 -6.51855
N -0.90415 -0.52134 -7.51584
C 0.65782 -2.63205 -5.20091
S 1.26777 -3.32570 -3.77456
C 0.89821 -3.37232 -6.39704
N 1.10458 -3.98748 -7.34675
C 2.25796 -3.86283 -0.14767
O 1.53408 -2.63476 -0.17882
C 1.31621 -1.99083 1.00073
C 1.74441 -2.45478 2.22953
C 1.46299 -1.70939 3.36895
Br 2.05082 -2.35564 5.05216
C 0.77276 -0.52473 3.30408
C 0.33733 -0.04803 2.06322
C 0.60416 -0.78368 0.90565
O 0.19950 -0.37684 -0.31387
C -0.39462 1.20434 1.92911
N -0.82860 1.66326 0.77724
C -1.46429 2.86007 1.04310
C -2.10187 3.75983 0.19299
C -2.65482 4.88925 0.76121
C -2.58386 5.13224 2.13975
C -1.95536 4.24986 2.99725
C -1.39970 3.11377 2.42334
N -0.71197 2.04238 2.95689
H 3.25625 -3.71049 0.26551
H 2.33622 -4.19110 -1.17890
H 1.72110 -4.61151 0.43720
H 2.28871 -3.38174 2.32421
H 0.57257 0.02572 4.21210
H -0.30523 0.49281 -0.20291
H -2.15622 3.57108 -0.87066
H -3.15821 5.60973 0.13002
H -3.03164 6.03204 2.53998
H -1.89828 4.43488 4.06217
H -0.48522 1.91287 3.92571

No. 3
39
Properties=species:S:1:pos:R:3 method="wB97M-V/def2-TZVPD" multiplicity=4 relative_energy_kcal_mol=22.7 orbital_gap_ev="5.12 / 5.19" charge=-1 homo_ev="-3.6212 / -3.6349" s_squared=3.81
Cr 0.13423 -1.26203 0.01182
C 3.88933 -1.46153 -2.02268
C 2.99103 -1.65413 -0.98268
N 1.93703 -0.86123 -0.77308
C 1.80413 0.25357 -1.54918
C 2.69143 0.53467 -2.61508
C 3.72983 -0.38583 -2.86778
C 2.52443 1.72367 -3.34528
C 1.54103 2.61427 -2.97848
C 0.67943 2.36517 -1.91638
C 0.74913 1.16297 -1.20308
N -0.02287 0.66807 -0.20828
C -0.98947 1.22897 0.57412
C -1.69597 2.42357 0.45662
C -2.70547 2.73737 1.36622
C -3.00507 1.92787 2.43472
C -2.28707 0.73257 2.62302
C -2.47987 -0.13393 3.72062
C -1.70717 -1.26483 3.82302
C -0.83127 -1.59333 2.79112
N -0.63737 -0.81473 1.72212
C -1.31527 0.37327 1.66822
H 4.69833 -2.16213 -2.15678
H 3.09793 -2.49503 -0.30938
H 4.39453 -0.21663 -3.70088
H 3.19003 1.92497 -4.17248
H 1.42533 3.53507 -3.53548
H -0.05817 3.11107 -1.66478
H -1.49997 3.10727 -0.35348
H -3.26747 3.64757 1.22092
H -3.79997 2.16917 3.12582
H -3.22187 0.11497 4.46262
H -1.79547 -1.93053 4.66652
H -0.25797 -2.51053 2.83422
S -2.27397 -5.24213 -1.42118
As -1.65427 -3.62563 -0.24688
S -1.76027 -1.61253 -1.21518
S 0.52453 -3.54193 0.17572
S -2.73557 -3.58733 1.56112

No. 4
44
Properties=species:S:1:pos:R:3 method="wB97M-V/def2-TZVPD" orbital_gap_ev=7.45 charge=+1 homo_ev=-11.3808
Be 0.00303 0.52729 -0.65447
S 5.55113 -0.48221 3.44183
N 5.38903 -0.59251 1.84503
C 4.10633 -0.47101 1.53203
C 3.54613 -0.47491 0.21433
C 4.27433 -0.62421 -0.97087
C 3.60263 -0.55791 -2.17317
C 2.22593 -0.34071 -2.17727
N 1.51913 -0.22501 -1.06487
C 2.15793 -0.28631 0.11503
C 1.33223 -0.12921 1.27743
N 0.02603 0.05179 1.03873
C -0.80467 0.13329 2.06483
C -0.37357 0.06459 3.38743
C 0.97613 -0.04371 3.65503
C 1.86363 -0.15561 2.57823
C 3.28453 -0.29881 2.69153
N 3.99793 -0.29591 3.80703
H 5.34073 -0.77541 -0.91727
H 4.13083 -0.65041 -3.10847
H 1.67883 -0.24771 -3.10297
H -1.85297 0.25019 1.83143
H -1.09797 0.11719 4.18523
H 1.36423 -0.05101 4.66153
N -6.21067 -1.87321 -1.56517
C -5.65867 -0.67901 -1.32557
S -6.51717 0.55519 -0.64827
C -4.22047 -0.48091 -1.50717
C -3.28817 -1.50251 -1.29417
C -1.95147 -1.17971 -1.21797
N -1.48887 0.06489 -1.35747
C -2.36267 1.02679 -1.67507
C -3.71577 0.79669 -1.76377
H -7.20447 -1.95631 -1.42317
H -5.72137 -2.63441 -2.00617
H -3.60357 -2.51851 -1.12857
H -1.21107 -1.93271 -1.00497
H -1.95137 2.01219 -1.82987
H -4.39137 1.60979 -1.97847
F 1.14753 4.19979 -0.64557
B 1.59333 2.97469 -0.46217
F 0.20913 2.01049 -0.73417
F 2.41733 2.46399 -1.38167
F 1.88843 2.60089 0.79193

No. 5
39
Properties=species:S:1:pos:R:3 method="wB97M-V/def2-TZVPD" orbital_gap_ev=6.52 charge=-1 homo_ev=-3.9661
K -0.00034 -1.91694 0.01755
C 4.52944 -1.23565 -0.01217
C 3.18220 -1.64597 -0.00863
N 2.18298 -0.80143 -0.00427
C 2.40388 0.54795 -0.00266
C 3.72074 1.04174 -0.00503
C 4.77864 0.10244 -0.01021
C 3.96721 2.44460 -0.00361
C 2.89387 3.27139 -0.00011
C 1.55208 2.80683 0.00222
C 1.21760 1.44990 0.00121
N -0.00036 0.83359 0.00309
C -1.21820 1.45001 0.00409
C -1.55218 2.80702 0.00847
C -2.89379 3.27206 0.00917
C -3.96733 2.44574 0.00535
C -3.72141 1.04272 0.00106
C -4.77959 0.10378 -0.00307
C -4.53099 -1.23433 -0.00685
C -3.18388 -1.64560 -0.00602
N -2.18423 -0.80121 -0.00238
C -2.40464 0.54825 0.00077
H 5.32581 -1.96841 -0.01687
H 2.93288 -2.70786 -0.01145
H 5.80013 0.47062 -0.01310
H 4.98424 2.81697 -0.00562
H 3.05531 4.34491 0.00099
H 0.79876 3.56326 0.00475
H -0.79854 3.56311 0.01225
H -3.05479 4.34570 0.01316
H -4.98424 2.81854 0.00590
H -5.80094 0.47242 -0.00332
H -5.32777 -1.96662 -0.01051
H -2.93526 -2.70761 -0.00994
F 1.08922 -6.04522 -0.77237
B 0.00290 -5.62077 0.00992
F 0.00145 -4.16727 0.01348
F -1.21695 -6.04452 -0.54274
F 0.13608 -6.05414 1.33750

No. 6
37
Properties=species:S:1:pos:R:3 method="wB97M-V/def2-TZVPD" multiplicity=2 relative_energy_kcal_mol=0.0 orbital_gap_ev="7.35 / 6.86" charge=+2 homo_ev="-15.7685 / -16.0872" s_squared=0.77
Tc -0.46900 0.94106 0.40604
O 2.82855 -1.03636 0.87180
C 1.78043 -0.55349 1.09191
O 0.95415 -0.11819 0.03757
C 1.09243 -0.37104 2.40781
C 1.56669 -0.93529 3.56876
C 0.77490 -0.84518 4.70957
C -0.45631 -0.21541 4.62348
C -0.85669 0.34909 3.42360
N -0.08191 0.29144 2.33680
H 2.51917 -1.44787 3.55716
H 1.10758 -1.27735 5.64367
H -1.11460 -0.15323 5.47856
H -1.79990 0.86804 3.33414
N -7.30675 -1.27274 -0.28248
C -6.21074 -0.95160 -0.16713
C -4.84375 -0.54902 -0.01559
C -4.56249 0.60784 0.71799
C -3.24839 1.00377 0.88954
C -2.24577 0.23441 0.28150
C -2.51643 -0.91825 -0.46256
C -3.83065 -1.31613 -0.60220
H -5.37404 1.17684 1.15013
H -3.02268 1.89840 1.46325
H -1.71972 -1.49580 -0.91914
H -4.08347 -2.20277 -1.16683
Br -0.03995 3.61281 2.93271
C 0.17070 3.91899 1.10721
C 0.55985 5.16946 0.66161
C 0.68642 5.39887 -0.69789
C 0.40962 4.37597 -1.60180
C 0.02987 3.16392 -1.08978
N -0.08727 2.91687 0.24228
H 0.75795 5.95058 1.38137
H 0.99454 6.37430 -1.05123
H 0.48986 4.51687 -2.66962
H -0.19494 2.32735 -1.75623